Molecular formula: C61H37I4N8Ti
Method: DFT, the ωB97M-V functional and the def2-TZVPD basis

Spin multiplicity   3
Expectation value of S²   2.216
Charge   -1
Frontier orbital gap (alpha / beta)   3.62 / 4.55 eV
Relative energy (zero: lowest compared OMol25 entry of this formula, charge and spin)   86.56 kcal per mole
E   -131295.7564 eV

Last column: Löwdin spin population.
Atoms and positions in Å:
Ti (10.2300, 18.1285, 16.5635)  0.0107
I (7.6949, 8.8212, 18.6696)  0.0001
C (8.0706, 10.7966, 18.0890)  -0.0007
C (9.3773, 11.2566, 18.1546)  0.0012
C (9.7030, 12.5814, 17.9017)  0.0029
C (8.6587, 13.5023, 17.5444)  0.0024
C (7.3493, 13.0008, 17.3280)  0.0002
C (7.0468, 11.6345, 17.5798)  0.0010
C (8.9261, 14.9415, 17.3957)  0.0249
C (8.6367, 15.5378, 16.0598)  0.0572
C (8.1726, 14.7461, 15.0121)  0.0916
C (7.9715, 15.5406, 13.9281)  0.0290
C (8.4158, 16.7889, 14.2581)  0.0817
C (8.4447, 17.9752, 13.4840)  -0.0442
C (7.8634, 17.8184, 12.1375)  -0.0069
C (8.6329, 17.5093, 11.0120)  -0.0027
C (8.1193, 17.2127, 9.7787)  0.0009
C (6.7588, 17.3710, 9.6486)  -0.0008
I (5.8777, 16.9043, 7.8069)  -0.0002
C (5.9207, 17.5027, 10.7376)  0.0010
C (6.4546, 17.7401, 11.9971)  -0.0030
C (8.9215, 19.2179, 13.7541)  0.0570
N (9.6549, 19.5251, 14.9944)  0.0444
C (9.8047, 20.8671, 14.9652)  -0.0378
C (10.5001, 21.5811, 15.9538)  0.2155
C (10.5951, 22.9793, 16.0814)  0.0197
C (9.6911, 23.9116, 15.5574)  0.0516
C (9.9016, 25.2963, 15.6755)  -0.0039
C (10.9771, 25.8157, 16.3133)  0.0463
I (11.3829, 27.8093, 16.5265)  0.0104
C (11.8306, 24.8979, 16.9418)  -0.0079
C (11.7068, 23.5444, 16.7395)  0.0396
C (10.9525, 20.5860, 16.9227)  0.0260
C (12.2361, 20.0462, 16.9058)  0.0099
C (12.3641, 19.2449, 18.0599)  0.0046
C (11.1091, 19.3008, 18.6320)  0.0119
N (10.2116, 20.1094, 17.9194)  0.0146
C (10.6533, 18.6055, 19.8634)  0.0956
C (10.2124, 17.3784, 19.6545)  -0.0211
C (9.8743, 16.2460, 20.5453)  0.0237
C (9.5339, 15.1848, 19.8101)  -0.0237
C (9.4079, 15.5956, 18.4405)  0.0430
N (9.9014, 16.8903, 18.3270)  0.0710
C (10.8621, 19.4440, 21.0313)  0.0017
C (10.5188, 18.9746, 22.3030)  0.0192
C (10.6332, 19.8071, 23.3997)  -0.0046
C (10.9858, 21.1535, 23.2122)  0.0251
I (10.6060, 22.4556, 24.8494)  0.0035
C (11.3040, 21.6415, 21.9805)  -0.0023
C (11.2290, 20.8011, 20.8648)  0.0250
C (9.2217, 21.4229, 13.7235)  0.0495
C (8.6863, 20.3862, 13.0533)  -0.0365
N (8.8433, 16.8043, 15.5810)  -0.0201
H (10.1385, 10.6020, 18.4774)  0.0001
H (10.7523, 12.9299, 17.9510)  0.0020
H (6.5530, 13.6261, 16.9663)  0.0003
H (6.0227, 11.2298, 17.4716)  0.0002
H (8.0022, 13.7196, 14.9984)  0.0039
H (7.6951, 15.2248, 12.9348)  -0.0007
H (9.7367, 17.4428, 11.1306)  0.0002
H (8.7127, 16.9530, 8.8904)  0.0000
H (4.8188, 17.5357, 10.5247)  0.0001
H (5.8506, 18.0274, 12.8063)  -0.0004
H (8.7502, 23.6480, 15.1100)  0.0022
H (9.1385, 25.8956, 15.2404)  -0.0013
H (12.6818, 25.2147, 17.5150)  -0.0013
H (12.4590, 22.9160, 17.1702)  0.0019
H (12.8965, 20.1578, 16.0900)  0.0006
H (13.1143, 18.4891, 18.3894)  0.0003
H (9.9682, 16.3108, 21.6560)  0.0017
H (9.1755, 14.2367, 20.0902)  -0.0020
H (10.0571, 18.0148, 22.5236)  0.0013
H (10.3220, 19.4128, 24.3991)  -0.0007
H (11.5034, 22.6504, 21.7101)  -0.0007
H (11.4217, 21.2908, 19.8999)  0.0013
H (9.1177, 22.4560, 13.4692)  0.0045
H (8.2145, 20.4827, 12.0409)  -0.0027
C (14.7937, 18.9793, 13.4582)  0.0032
C (14.9637, 18.2556, 14.6373)  0.0003
C (13.8440, 17.8228, 15.3620)  0.0056
C (12.5552, 17.9536, 14.8024)  0.0020
C (12.3618, 18.6308, 13.6040)  0.0023
C (13.4568, 19.0760, 12.9226)  -0.0003
N (11.5544, 17.3010, 15.6258)  0.0153
C (11.6747, 15.8918, 15.4274)  0.0513
C (11.2870, 15.3369, 14.1946)  0.0004
C (11.5254, 14.0124, 13.9310)  0.0608
C (12.0856, 13.1789, 14.9124)  -0.0044
C (12.4134, 13.6666, 16.1643)  0.0479
C (12.2710, 15.0529, 16.3852)  0.0295
N (12.6944, 15.6581, 17.6404)  0.2909
N (12.8332, 14.8117, 18.5561)  0.2449
C (13.1305, 15.4359, 19.8105)  0.0483
C (13.0617, 14.6362, 20.9584)  0.0410
C (13.4007, 15.2052, 22.1913)  0.0181
C (13.6928, 16.5431, 22.2680)  0.0625
C (13.7596, 17.2426, 21.0552)  -0.0033
N (13.4655, 16.7127, 19.8670)  0.0618
H (15.5953, 19.3415, 12.8139)  0.0002
H (15.9639, 18.1155, 15.0836)  0.0000
H (13.8599, 17.3236, 16.3185)  0.0029
H (11.3771, 18.9040, 13.3282)  0.0007
H (13.3366, 19.5831, 11.9770)  -0.0001
H (10.7235, 16.0080, 13.4906)  -0.0007
H (11.1575, 13.5759, 12.9731)  0.0045
H (12.2753, 12.1059, 14.7608)  -0.0017
H (12.9406, 13.0973, 16.9300)  0.0046
H (12.7445, 13.5961, 20.7688)  0.0004
H (13.3516, 14.6221, 23.1299)  -0.0004
H (13.8803, 16.9846, 23.2134)  0.0050
H (13.9194, 18.3281, 21.0112)  -0.0015